Molecular formula: C27H32N4O5
Method: DFT, wB97M-V/def2-TZVPD

E = -1643.26909 hartree
ΔE to the lowest compared entry with this formula, charge and spin = 98.0 kcal/mol
HOMO level = -0.28108 hartree
structure (SMILES) = CN1C(=O)C(C(c2ccc(N3CCOCC3)cc2)c2ccc(N3CCOCC3)cc2)C(=O)N(C)C1=O
multiplicity = 1
maximum force = 2.7 eV Å⁻¹

Structure (XYZ):
```
68
Properties=species:S:1:pos:R:3:forces:R:3
C 5.80661 0.26033 -0.68646 0.3 0.2 0.2
N 4.49914 0.14518 -1.31463 0.0 -0.5 -0.7
C 3.47653 -0.18112 -0.41716 1.1 0.0 2.2
O 3.82845 -0.31343 0.76080 -0.9 -0.3 -1.9
C 2.03661 -0.35502 -0.86849 1.5 -2.0 -1.1
C 1.03144 0.69774 -0.51414 -1.6 1.8 0.3
C 0.83247 0.98463 0.99451 -0.2 0.3 0.3
C -0.43474 1.13740 1.57532 0.0 -0.2 -0.1
C -0.61429 1.24581 2.95538 0.4 0.0 0.5
C 0.49624 1.11585 3.81387 -0.1 -0.3 -0.5
N 0.40816 1.04677 5.20487 0.3 0.5 0.4
C -0.69738 1.70073 5.89516 0.2 -0.6 -0.1
C -0.26905 1.95544 7.33701 -0.2 -0.3 -0.1
O 0.15618 0.74671 7.96184 0.4 0.0 -0.3
C 1.29801 0.15789 7.33320 -0.1 0.1 -0.1
C 1.06726 -0.09201 5.84878 -0.7 -0.1 -0.2
C 1.77456 1.05475 3.23485 -0.7 0.5 0.0
C 1.91472 1.16854 1.86806 0.3 -0.5 0.0
C -0.32515 0.33994 -1.18201 0.4 0.1 -0.1
C -0.79275 1.07475 -2.27347 -0.1 -0.1 0.7
C -1.99732 0.75227 -2.89290 0.0 -0.3 -0.5
C -2.70251 -0.40377 -2.52536 0.6 -0.1 0.0
N -3.80090 -0.89511 -3.26207 -0.4 0.3 0.8
C -4.55488 0.06283 -4.05362 0.1 -0.4 -0.3
C -5.89676 -0.56086 -4.41753 0.1 -0.2 -0.2
O -5.71546 -1.79983 -5.10893 0.2 0.0 0.5
C -5.00244 -2.76586 -4.33400 0.0 0.1 0.1
C -3.66152 -2.23334 -3.83168 0.2 0.3 -0.6
C -2.22115 -1.15217 -1.43539 0.3 0.2 0.0
C -1.04960 -0.79086 -0.77151 -0.3 0.3 -0.5
C 2.05122 -0.64537 -2.38309 -1.9 -0.9 -1.7
O 1.08985 -1.10412 -3.02180 1.4 0.7 2.0
N 3.18366 -0.42188 -3.15717 1.0 0.1 0.5
C 3.03505 -0.83936 -4.53627 0.0 -0.1 -0.5
C 4.48257 -0.16364 -2.68785 0.2 0.2 -0.4
O 5.48467 -0.19443 -3.40061 -1.8 0.1 1.3
H 6.57095 0.30425 -1.45279 -0.1 0.1 -0.1
H 5.80575 1.16790 -0.08334 0.2 -0.1 0.0
H 5.97462 -0.59276 -0.02547 0.1 0.1 -0.1
H 1.71144 -1.30299 -0.40369 0.1 0.2 -0.1
H 1.41265 1.63683 -0.94209 -0.3 0.0 -0.2
H -1.32691 1.14396 0.95340 0.2 -0.1 0.1
H -1.61628 1.36734 3.37997 0.4 -0.1 -0.3
H -0.89872 2.65575 5.39348 0.0 -0.2 0.1
H -1.61327 1.07889 5.86558 0.1 0.2 0.1
H 0.53695 2.71425 7.33022 -0.2 -0.3 0.2
H -1.12511 2.28749 7.93957 0.3 0.1 -0.2
H 2.19986 0.79533 7.43776 -0.4 -0.1 0.3
H 1.44389 -0.81420 7.83080 0.1 0.5 -0.1
H 0.45053 -1.00817 5.72507 0.2 0.2 0.0
H 2.02443 -0.26230 5.34430 -0.2 -0.1 0.2
H 2.63655 0.97273 3.89206 0.0 0.4 -0.3
H 2.91674 1.33737 1.50999 -0.2 -0.2 -0.1
H -0.17963 1.88877 -2.65707 -0.2 0.0 0.1
H -2.32822 1.33336 -3.75744 0.1 -0.2 0.3
H -4.01489 0.33290 -4.97876 -0.1 0.0 0.0
H -4.72288 0.96849 -3.46118 0.1 -0.1 -0.1
H -6.48166 -0.70333 -3.48678 0.1 0.0 -0.4
H -6.44317 0.07271 -5.13237 0.1 -0.1 0.4
H -4.82791 -3.60588 -5.02539 -0.1 0.2 0.4
H -5.59584 -3.09532 -3.45773 0.0 0.1 -0.4
H -2.95635 -2.21511 -4.69070 -0.1 0.0 0.3
H -3.25239 -2.90356 -3.06710 -0.1 0.1 -0.3
H -2.78374 -2.03306 -1.13366 0.2 0.1 0.0
H -0.69291 -1.41033 0.04566 0.0 0.1 0.0
H 3.97492 -0.69596 -5.05330 0.0 0.1 0.0
H 2.74867 -1.89206 -4.55704 0.0 0.1 -0.1
H 2.23440 -0.25867 -4.98944 0.1 -0.1 -0.1
```
Forces are in eV/Å.

=====

Molecular formula: FHN4
Method: DFT, wB97M-V/def2-TZVPD

E = -319.25781 hartree
ΔE to the lowest compared entry with this formula, charge and spin = 109.1 kcal/mol
HOMO level (spin up / spin down) = -0.33712 / -0.33713 hartree
structure (SMILES) = [H]/N=N/N=N\F
multiplicity = 1
maximum force = 5.5 eV Å⁻¹

Structure (XYZ):
```
6
Properties=species:S:1:pos:R:3:forces:R:3
H -0.44166 0.38970 -0.42931 0.7 -0.7 2.1
N 0.11447 -0.48571 -0.21733 -0.3 -1.7 -2.5
N 0.76688 -0.71917 0.77630 -3.3 4.4 -0.6
N 1.79255 -1.06176 1.24595 3.0 -2.5 1.5
N 2.18206 -1.73584 2.22336 0.0 0.4 0.0
F 1.05015 -2.29548 2.91831 -0.1 0.1 -0.6
```
Forces are in eV/Å.

=====

Molecular formula: C9H8OS
Method: DFT, wB97M-V/def2-TZVPD

E = -821.09795 hartree
ΔE to the lowest compared entry with this formula, charge and spin = 55.3 kcal/mol
HOMO level = -0.30242 hartree
structure (SMILES) = OCc1cc2ccccc2s1
multiplicity = 1
maximum force = 4.9 eV Å⁻¹

Structure (XYZ):
```
19
Properties=species:S:1:pos:R:3:forces:R:3
O 1.60561 -1.52337 -3.03887 -0.4 -0.9 -4.8
C 0.41884 -1.76582 -2.35410 -2.8 0.9 -1.3
C 0.20587 -0.95105 -1.17246 0.4 1.2 1.5
C 1.08481 -0.03427 -0.71519 1.5 -1.9 -0.8
C 0.58247 0.76162 0.39394 -0.7 -1.9 -0.6
C 1.19967 1.56031 1.30562 -0.5 2.2 2.6
C 0.55478 2.06881 2.46666 -0.7 -1.3 -2.3
C -0.78034 1.64911 2.67732 0.0 1.3 3.7
C -1.47486 0.86873 1.79159 0.2 -0.4 -0.7
C -0.74604 0.39765 0.66176 -2.2 -1.0 0.6
S -1.36632 -1.00336 -0.37002 1.4 2.1 0.6
H 1.45418 -1.81616 -4.10765 0.6 1.2 4.7
H -0.58544 -1.41474 -2.82257 1.7 -0.8 -0.8
H 0.26819 -2.78269 -2.14743 0.0 -1.8 0.3
H 2.12435 -0.34520 -1.12429 -1.4 1.8 1.0
H 2.18670 1.91384 1.28568 1.4 0.0 -0.9
H 1.10055 2.83032 3.00851 -0.3 -0.4 0.6
H -1.26157 1.84096 3.75909 0.9 0.0 -2.8
H -2.54197 0.68385 2.04903 1.0 -0.4 -0.6
```
Forces are in eV/Å.

=====

Molecular formula: C20H14N4NiOTe4
Method: DFT, wB97M-V/def2-TZVPD

E = -3645.28013 hartree
<S²> = 2.035
HOMO level (spin up / spin down) = -0.23149 / -0.22674 hartree
multiplicity = 3
maximum force = 1.7 eV Å⁻¹

Structure (XYZ):
```
44
Properties=species:S:1:pos:R:3:forces:R:3
Ni -3.98590 0.88142 -4.08845 0.7 -1.3 0.8
C 4.88119 -0.38490 6.23872 -0.1 0.0 0.1
O 5.21259 -0.39119 4.86285 0.1 0.0 0.0
C 4.19833 -0.32819 3.97048 -0.1 0.0 -0.1
C 4.56565 -0.30170 2.62579 0.1 0.0 0.0
C 3.60175 -0.25675 1.64182 -0.1 0.0 0.0
C 2.24441 -0.23414 1.97040 0.1 0.0 0.2
C 1.88933 -0.24649 3.31712 0.0 0.0 -0.3
C 2.84919 -0.29168 4.31233 0.0 0.0 0.1
C 1.18802 -0.19429 0.96339 -0.3 0.0 -0.2
N -0.09959 -0.17528 1.22667 0.0 0.0 0.2
C -0.72920 -0.13659 0.01521 0.4 0.0 -0.3
C 0.19492 -0.13232 -1.01212 -0.4 0.0 0.4
N 1.41494 -0.16834 -0.38758 0.2 0.0 0.0
C -0.16877 -0.10634 -2.38799 -0.1 -0.1 -0.1
C 0.71749 -0.14076 -3.47247 -0.1 0.0 0.0
C 0.20904 -0.15983 -4.74859 0.1 -0.1 0.0
C -1.17228 -0.10854 -4.92726 0.0 0.0 0.0
N -2.01988 -0.02580 -3.92176 0.3 -0.1 0.0
C -1.54986 -0.05114 -2.66380 0.2 0.0 -0.1
C -2.53085 -0.00746 -1.59858 -0.2 0.0 0.3
N -3.82855 0.09198 -1.95764 0.3 0.1 -0.2
C -4.73900 0.08623 -1.00622 -0.2 0.0 -0.1
C -4.43631 0.00428 0.35386 0.1 0.0 0.1
C -3.12024 -0.06600 0.73837 0.0 0.0 0.0
C -2.13331 -0.07788 -0.25164 -0.1 0.0 -0.3
H 5.82461 -0.41975 6.77481 0.0 0.0 0.0
H 4.27618 -1.25471 6.50776 0.0 0.0 0.0
H 4.34065 0.52427 6.51458 0.0 0.0 0.0
H 5.61893 -0.31289 2.37841 0.0 0.0 0.0
H 3.92258 -0.23911 0.60683 0.0 0.0 0.0
H 0.83734 -0.22071 3.56476 0.0 0.0 0.1
H 2.53346 -0.29186 5.34595 0.0 0.0 0.0
H 2.31041 -0.15856 -0.84032 0.0 0.0 0.0
H 1.78821 -0.15209 -3.30938 0.0 0.0 0.0
H 0.86055 -0.20467 -5.61020 0.0 0.0 0.0
H -1.60402 -0.10604 -5.92172 0.0 0.1 0.0
H -5.77130 0.15363 -1.32891 0.0 0.0 0.0
H -5.23558 0.01447 1.08131 0.0 0.0 0.0
H -2.82190 -0.11637 1.77728 0.0 0.0 0.0
Te -4.76845 -0.80098 -5.74384 -0.2 -0.2 -0.5
Te -6.51090 0.49487 -4.22935 -0.8 -0.5 -0.2
Te -5.37337 2.87880 -3.25899 -0.8 1.0 0.3
Te -2.88048 3.13342 -4.12191 0.7 0.9 -0.2
```
Forces are in eV/Å.

=====

Molecular formula: C28H28N5OOsS
Method: DFT, wB97M-V/def2-TZVPD

E = -1920.55675 hartree
total charge = +3
HOMO level (spin up / spin down) = -0.60505 / -0.60506 hartree
multiplicity = 1
maximum force = 3.9 eV Å⁻¹

Structure (XYZ):
```
64
Properties=species:S:1:pos:R:3:forces:R:3
Os -1.61226 -1.11587 -0.90133 3.2 1.3 1.7
C 3.18174 3.75433 0.06867 0.0 0.1 0.0
C 2.42024 2.50953 -0.19743 0.0 -0.3 -0.1
C 2.89524 1.26593 0.24247 -0.1 -0.4 0.0
C 2.22134 0.10363 -0.04403 0.6 0.1 -0.1
C 1.02394 0.09023 -0.79423 0.1 -0.2 -0.2
N 0.38714 -1.11017 -1.06183 -1.6 -0.4 0.0
C 1.09924 -2.25957 -1.31673 -0.1 0.6 0.2
C 2.32924 -2.18187 -2.01883 0.7 0.0 0.0
C 3.07554 -3.28897 -2.32393 -0.1 0.4 0.0
C 2.64604 -4.57827 -1.95933 -0.2 0.4 0.2
C 3.44894 -5.76477 -2.30653 0.1 -0.3 -0.1
C 1.42964 -4.67847 -1.27103 -0.3 0.3 0.2
C 0.66214 -3.56967 -0.94333 -0.5 -0.6 -0.2
N -0.53426 -3.78607 -0.22973 0.3 0.2 -0.1
C -0.84386 -4.84167 0.55067 -1.1 -0.4 0.7
C -2.18116 -4.74277 0.89417 0.8 -0.3 -0.2
C -2.62976 -3.58017 0.27777 0.6 -0.1 -0.2
N -1.62096 -3.00447 -0.38643 -0.8 -1.6 1.0
C 0.52344 1.35653 -1.21243 -0.2 0.5 0.3
C 1.21914 2.52093 -0.90643 -0.3 -0.4 -0.3
N -0.65406 1.47703 -1.97563 0.3 0.0 0.0
C -0.96186 2.43313 -2.87473 -0.8 0.1 -0.5
C -2.25796 2.20923 -3.30033 0.5 0.1 0.1
C -2.68226 1.08003 -2.61093 0.2 0.3 0.0
N -1.70316 0.64063 -1.80763 -0.4 1.1 -0.5
H 4.22744 3.60673 -0.20393 0.0 0.0 0.0
H 3.18634 4.00733 1.13137 -0.1 -0.1 0.1
H 2.78564 4.59843 -0.48963 0.0 0.0 0.0
H 3.80864 1.22393 0.81537 0.1 -0.1 0.1
H 2.61554 -0.83497 0.31057 0.0 -0.2 0.2
H 2.66724 -1.21047 -2.34673 0.0 0.1 -0.1
H 4.00424 -3.17867 -2.86693 0.0 0.1 -0.1
H 4.51144 -5.52717 -2.30273 0.0 0.0 0.1
H 3.22124 -6.09487 -3.32593 -0.1 0.1 -0.1
H 3.24714 -6.60837 -1.65203 0.0 0.0 0.1
H 1.07354 -5.66267 -1.00123 0.0 0.0 0.0
H -0.12906 -5.57407 0.86457 0.2 -0.2 -0.1
H -2.75136 -5.42497 1.49157 0.0 -0.1 0.1
H -3.62296 -3.15727 0.28127 0.0 0.1 0.0
H 0.82524 3.47083 -1.23493 -0.1 0.0 0.0
H -0.26396 3.17943 -3.20063 0.2 0.1 0.1
H -2.81616 2.79343 -4.00173 -0.1 0.1 -0.2
H -3.63726 0.58553 -2.67513 -0.1 -0.1 0.2
C -2.70736 5.52373 1.72817 0.1 0.8 0.0
C -2.14036 4.17643 1.91877 0.5 -0.9 0.1
C -2.94836 3.03573 1.80187 0.3 0.4 0.0
C -2.41766 1.77343 1.94967 0.2 -0.4 0.3
C -1.07336 1.62273 2.27087 0.4 -0.1 -0.1
C -0.24616 2.73513 2.38887 -0.1 -0.4 0.1
C -0.77686 3.99793 2.21717 -0.6 0.1 -0.2
S -0.39776 -0.04297 2.45947 -0.4 1.6 0.7
C -1.15496 -0.50677 4.05107 0.2 -0.2 -0.5
O -1.22006 -0.81837 1.44577 -1.2 -1.8 -2.3
H -3.79266 5.49973 1.66317 0.0 0.1 0.1
H -2.31106 5.98973 0.82067 -0.1 -0.1 0.0
H -2.38986 6.17913 2.54247 -0.2 0.0 0.0
H -4.00616 3.15243 1.63007 -0.1 0.0 -0.1
H -3.04696 0.90033 1.86737 -0.1 -0.1 0.0
H 0.79434 2.60783 2.64167 0.2 0.0 0.1
H -0.14536 4.86463 2.33627 0.1 0.1 0.0
H -2.21316 -0.26967 4.06457 -0.1 0.1 -0.2
H -0.62886 0.02443 4.83817 0.1 0.2 0.0
H -1.01186 -1.57627 4.18007 0.1 -0.1 0.0
```
Forces are in eV/Å.